Record 1
The following is a DFT calculation (wB97M-V/def2-TZVPD) of C3H31O14 as an isolated structure at a distorted geometry.

Computed properties:
LUMO level in eV: 2.603
Frontier orbital gap in eV: 8.3336
Energy relative to the best compared isomer or geometry (same formula, charge and spin) in eV: 5.592
Net charge: -1
Multiplicity: 1

Each line ends with the Mulliken charge.
Atoms and positions in Å:
O (2.359, -0.960, 0.260)  -0.69
O (-2.653, -0.830, -2.666)  -0.66
O (-0.029, 3.047, -2.060)  -0.89
O (-1.428, -3.304, -0.099)  -0.71
O (1.657, 3.182, -0.036)  -0.79
O (1.212, -3.620, 0.107)  -0.87
O (-2.286, 2.340, -0.555)  -0.67
O (1.345, 0.942, 1.423)  -1.00
O (-0.633, -2.326, -2.441)  -0.75
O (2.426, -1.949, 1.807)  -0.94
O (0.266, 2.458, 3.526)  -0.64
O (-0.802, 0.055, 2.580)  -0.44
O (1.726, -1.359, -1.732)  -0.87
O (1.378, 1.011, -3.118)  -0.68
C (-1.744, 1.447, 0.391)  -0.16
C (-2.795, 0.758, 1.334)  -0.40
C (-2.070, -0.316, 2.133)  -0.37
H (-3.607, 0.392, 0.684)  0.42
H (1.680, -1.425, 2.161)  0.36
H (2.400, 2.936, -0.600)  0.33
H (1.865, -0.083, 0.811)  0.23
H (-0.176, 0.236, 1.834)  0.33
H (-0.447, -3.459, -0.181)  0.50
H (0.529, 3.004, -1.223)  0.33
H (-1.120, 2.017, 1.104)  0.30
H (2.935, -1.317, 1.257)  0.41
H (-2.733, -0.585, 2.998)  0.29
H (1.572, -3.069, -0.607)  0.35
H (2.007, 0.919, 2.120)  0.24
H (1.598, 2.368, 0.537)  0.51
H (1.201, 1.117, -4.060)  0.26
H (-0.817, -2.462, -1.482)  0.35
H (1.466, -0.538, -2.221)  0.30
H (-2.423, -0.111, -3.255)  0.27
H (3.350, -0.918, 0.335)  0.28
H (0.298, -2.027, -2.456)  0.54
H (-1.742, -4.013, -0.673)  0.29
H (2.324, -0.969, -1.056)  0.39
H (-0.844, 2.862, -1.554)  0.48
H (1.580, -3.088, 0.860)  0.55
H (-1.133, 0.681, -0.138)  0.14
H (0.148, 1.548, 3.807)  0.32
H (-2.920, 1.895, -1.140)  0.33
H (0.911, 1.787, -2.713)  0.47
H (0.981, 2.401, 2.868)  0.28
H (-1.847, -1.182, -2.190)  0.33
H (-2.977, 1.747, 1.794)  0.27
H (-1.987, -1.241, 1.524)  0.10

Atomic forces in eV per Å
O 2.55 7.13 -6.76
O -0.71 0.16 1.00
O 0.23 -0.26 1.46
O 0.36 -0.49 -0.32
O 0.52 -0.56 0.28
O 0.49 0.39 -0.04
O -0.60 0.54 -0.22
O 1.03 -0.75 -0.60
O 0.48 -0.21 0.32
O -0.14 -5.33 9.91
O 0.74 0.68 0.17
O 0.22 -0.12 0.25
O -0.88 0.42 -4.01
O -0.02 0.56 -0.23
C 0.61 -1.68 0.29
C 1.48 2.04 -1.95
C -1.44 -0.90 0.18
H 0.05 -0.01 0.67
H 0.65 -0.62 0.04
H 0.10 0.28 -0.12
H -0.12 0.96 -0.60
H -0.31 0.10 0.73
H -0.06 0.04 1.07
H 0.28 0.65 -0.94
H 0.04 -0.07 -0.88
H -0.75 -2.05 3.89
H 0.87 0.16 -0.38
H -0.23 -0.14 -0.38
H -0.07 0.16 0.37
H -0.36 0.07 0.09
H 0.08 -0.18 0.16
H 0.10 -0.07 -0.72
H 0.14 -0.77 -0.09
H 0.55 -0.07 0.09
H -0.56 1.27 -2.06
H -0.29 -0.21 0.25
H -0.44 0.11 0.10
H -0.59 -0.32 -0.30
H -0.68 -0.04 -0.79
H -0.17 -0.40 0.04
H -0.08 0.37 0.23
H -0.33 -0.24 -0.25
H 0.33 -0.18 0.36
H -0.23 -0.34 -0.13
H -0.73 0.04 0.25
H -0.64 0.60 -1.55
H -1.27 -1.12 1.06
H -0.20 0.41 0.04

***

Record 2
The following is a DFT calculation (wB97M-V/def2-TZVPD) of a 2-piece molecular cluster, H4NPSi overall at a distorted geometry.

Computed properties:
LUMO level (spin up / spin down) in eV: -0.236 / -0.570
Frontier orbital gap (spin up / spin down) in eV: 10.1374 / 6.1374
Energy relative to the best compared isomer or geometry (same formula, charge and spin) in eV: 3.365
Net charge: 0
Multiplicity: 1

Each line ends with the Mulliken charge.
Atoms and positions in Å:
P (1.824, -1.250, -0.022)  -0.09
Si (-1.100, 0.015, 0.175)  0.28
N (0.438, -0.704, -0.114)  0.12
H (3.042, 1.622, -0.805)  -0.05
H (-1.623, -0.588, -0.918)  -0.10
H (-1.607, -0.471, 1.515)  -0.08
H (-0.975, 1.377, 0.168)  -0.10

Atomic forces in eV per Å
P 1.45 -0.27 -0.20
Si 1.42 -2.12 2.22
N -0.56 0.64 0.81
H -0.04 -0.23 0.05
H -2.23 -0.80 -2.24
H -0.02 0.26 -0.58
H -0.02 2.53 -0.06

***

Record 3
The following is a DFT calculation (wB97M-V/def2-TZVPD) of a 2-piece molecular cluster, C5H15NO overall at a distorted geometry.

Computed properties:
LUMO level in eV: 0.846
SMILES string: CCN(C)CC.O
Frontier orbital gap in eV: 9.5355
Energy relative to the best compared isomer or geometry (same formula, charge and spin) in eV: 1.863
Net charge: 0
Multiplicity: 1

Each line ends with the Mulliken charge.
Atoms and positions in Å:
O (-0.505, 2.800, 2.196)  -0.66
N (0.147, -0.616, -0.860)  -0.11
C (-1.279, -0.588, -0.500)  -1.04
C (0.739, -1.680, -0.032)  -0.48
C (0.100, -3.068, -0.213)  -1.24
C (0.041, 1.941, -0.583)  -1.53
C (0.907, 0.656, -0.564)  -0.17
H (0.219, -3.304, -1.270)  0.31
H (0.585, 2.700, 0.019)  0.31
H (-1.500, -0.913, 0.543)  0.31
H (0.763, -1.458, 1.047)  0.39
H (-1.866, -1.302, -1.057)  0.37
H (-0.865, 1.972, 0.022)  0.57
H (-0.947, -3.140, 0.090)  0.34
H (1.779, -1.752, -0.466)  0.36
H (1.593, 0.653, -1.417)  0.26
H (-1.841, 0.329, -0.605)  0.36
H (0.049, 3.558, 1.997)  0.32
H (-0.075, 1.980, 1.986)  0.33
H (1.414, 0.563, 0.382)  0.28
H (0.636, -3.751, 0.439)  0.39
H (-0.165, 2.354, -1.552)  0.34

Atomic forces in eV per Å
O -1.04 0.64 0.83
N -1.23 0.24 1.66
C -0.76 -0.41 0.80
C 1.03 -0.65 -1.44
C 0.25 0.74 -0.05
C 1.07 0.52 1.42
C -1.90 -0.38 -1.58
H -0.19 -0.50 0.08
H 0.27 -0.16 -0.96
H 0.48 0.35 -0.06
H 0.08 0.41 -0.12
H 0.18 -0.40 -0.62
H -0.13 -0.75 -0.42
H 0.10 0.24 -0.18
H -0.66 -0.10 1.03
H 0.45 0.56 0.60
H 0.48 0.50 -0.36
H 0.31 -0.35 -0.09
H 0.65 -0.19 -0.18
H 0.39 0.03 0.43
H 0.22 -0.29 -0.24
H -0.05 -0.04 -0.55

***

Record 4
The following is a DFT calculation (wB97M-V/def2-TZVPD) of C48H70CsF5GeN5O7PS2SbSe as an isolated structure.

Computed properties:
LUMO level in eV: 1.526
Frontier orbital gap in eV: 6.6746
Energy relative to the best compared isomer or geometry (same formula, charge and spin) in eV: 0.000
Net charge: -1
Multiplicity: 1

Each line ends with the Mulliken charge.
Atoms and positions in Å:
Cs (-0.606, 0.079, -0.351)  1.18
Sb (-0.490, 2.144, 2.752)  0.23
Se (-3.835, -0.041, 0.576)  -0.26
Ge (1.707, -1.265, -3.759)  0.31
S (-4.434, 0.489, -6.521)  1.25
S (2.653, 1.104, 0.985)  0.12
P (0.994, -2.524, 1.101)  0.41
F (-5.710, -2.521, 4.806)  -0.35
F (-6.345, -4.779, 3.419)  -0.35
F (-4.685, -2.840, -0.510)  -0.38
F (-4.596, -0.436, 3.576)  -0.35
F (-5.812, -4.902, 0.748)  -0.36
O (-0.331, -3.454, 0.962)  -0.64
O (0.134, -0.335, -3.368)  -0.08
O (-4.664, -0.588, -7.440)  -0.74
O (1.891, -3.245, -0.035)  0.16
O (1.608, -3.124, 2.490)  -0.56
O (-1.147, -1.428, -4.833)  -0.81
O (-4.785, 1.840, -6.853)  -0.71
N (0.726, 8.723, -5.073)  -0.62
N (4.473, 2.062, -0.957)  -0.68
N (2.373, 7.291, -6.018)  -0.62
N (0.758, 2.531, -1.927)  1.08
N (-2.828, 0.463, -6.215)  -0.19
C (1.100, 3.455, -1.031)  -0.40
C (-0.446, 5.199, 3.616)  -1.18
C (-6.542, 0.811, -3.112)  -0.69
C (2.528, -2.255, 3.185)  -0.03
C (2.080, -4.672, -0.048)  -0.37
C (5.317, -0.772, -2.978)  -0.80
C (0.890, 1.563, 4.316)  -0.59
C (1.194, 2.698, -3.173)  -0.64
C (1.891, 4.552, -1.335)  -0.64
C (4.167, -1.195, -2.069)  0.27
C (-2.306, 2.365, 3.903)  -0.46
C (-1.895, -4.016, 2.729)  -1.36
C (3.918, -2.319, 2.591)  -0.69
C (-7.145, -0.773, -1.262)  -1.45
C (-2.186, 2.592, 5.405)  -1.04
C (0.072, 4.231, 2.559)  -0.88
C (2.381, 4.916, -5.789)  -0.55
C (2.421, -4.096, -4.175)  -0.50
C (1.976, 3.769, -3.590)  -0.50
C (1.767, 6.223, -5.489)  0.47
C (3.721, 1.676, -0.156)  -0.12
C (-0.978, -0.508, -4.055)  0.31
C (1.825, 8.475, -5.774)  -0.08
C (-4.877, -1.517, 2.834)  0.30
C (-1.517, -3.026, 1.653)  0.38
C (-2.283, 1.315, -5.164)  -1.41
C (5.087, -1.077, -4.454)  -0.76
C (-5.169, -1.175, -4.478)  -0.78
C (-6.485, -0.470, -2.574)  1.01
C (-4.590, -1.527, 1.468)  -0.08
C (2.432, 3.850, -4.991)  -0.84
C (-5.248, 0.112, -4.998)  0.04
C (2.835, -0.500, -2.375)  -0.21
C (3.470, -5.000, -6.293)  -1.45
C (-4.933, -2.706, 0.806)  0.27
C (1.415, 2.651, 5.245)  -1.17
C (-5.778, -1.454, -3.267)  -0.39
C (2.342, 4.708, -2.630)  -0.21
C (0.592, 6.367, -4.754)  -0.37
C (0.114, 7.649, -4.574)  -0.31
C (-5.782, -3.736, 2.793)  0.70
C (-2.008, 0.583, -3.839)  1.07
C (-5.456, -2.587, 3.491)  0.18
C (3.475, -4.967, -0.548)  -1.00
C (-5.922, 1.112, -4.315)  -0.28
C (2.457, -4.030, -5.698)  -0.24
C (1.371, -3.178, -3.542)  -0.41
C (-5.513, -3.791, 1.438)  0.05
H (-2.873, 1.458, 3.690)  0.05
H (1.936, -5.068, 0.959)  0.54
H (3.647, -6.045, -0.566)  0.42
H (-1.108, -4.088, 3.480)  0.33
H (2.158, 2.247, 5.938)  0.40
H (0.618, 3.099, 5.839)  0.19
H (4.804, -2.125, -4.607)  0.06
H (3.235, -6.029, -6.013)  0.34
H (5.987, -0.892, -5.043)  0.51
H (-7.078, 1.587, -2.578)  0.38
H (-0.796, 7.829, -4.013)  0.42
H (5.483, 0.300, -2.841)  0.33
H (2.883, 2.946, -5.389)  0.52
H (2.176, 5.244, -0.554)  0.50
H (-2.978, 2.137, -4.998)  0.47
H (-8.048, -0.178, -1.130)  0.51
H (4.434, -0.942, -1.040)  0.17
H (-2.865, 3.175, 3.426)  0.43
H (-2.055, -5.004, 2.295)  0.32
H (1.318, -3.340, -2.462)  -0.35
H (1.721, 1.099, 3.782)  0.25
H (-1.710, 3.546, 5.636)  0.20
H (4.218, -4.504, 0.102)  0.23
H (-0.039, 4.973, 4.602)  0.19
H (-0.172, 6.229, 3.374)  0.40
H (2.845, 4.863, -6.767)  0.38
H (-0.278, 4.536, 1.570)  0.52
H (1.320, -5.110, -0.698)  0.26
H (2.991, 5.532, -2.899)  0.55
H (1.956, -0.821, -5.210)  -0.13
H (-4.636, -1.944, -5.022)  0.39
H (4.283, -3.348, 2.574)  0.28
H (-3.171, 2.590, 5.880)  0.41
H (-2.923, 0.134, -3.448)  -0.21
H (3.418, -3.861, -3.787)  0.01
H (-6.455, -0.520, -0.454)  0.03
H (6.227, -1.277, -2.643)  0.42
H (2.154, -1.228, 3.153)  -0.07
H (0.385, -3.385, -3.962)  0.63
H (-5.973, 2.104, -4.743)  0.53
H (-1.366, -2.027, 2.083)  0.17
H (4.601, -1.711, 3.187)  0.47
H (2.519, -2.594, 4.220)  0.37
H (2.227, -0.544, -1.464)  -0.49
H (-2.296, -2.936, 0.901)  0.03
H (4.046, -2.285, -2.095)  -0.17
H (-1.596, 1.807, 5.882)  0.24
H (0.767, 3.286, -0.015)  0.31
H (3.009, 0.562, -2.560)  0.17
H (2.698, -3.012, -6.017)  0.22
H (3.613, -4.580, -1.558)  -0.02
H (2.219, -5.130, -3.874)  0.60
H (4.295, -0.453, -4.874)  0.08
H (-5.715, -2.452, -2.850)  0.31
H (0.075, 5.512, -4.345)  0.51
H (-1.352, 1.760, -5.527)  0.41
H (1.902, 3.449, 4.680)  0.27
H (1.458, -4.242, -6.089)  0.46
H (-2.462, -0.486, -6.196)  0.36
H (1.164, 4.236, 2.513)  0.48
H (4.477, -4.780, -5.931)  0.29
H (3.487, -4.944, -7.382)  0.41
H (-7.404, -1.829, -1.182)  0.38
H (3.920, -1.918, 1.576)  -0.17
H (-2.820, -3.696, 3.212)  0.27
H (-1.629, 1.306, -3.116)  0.24
H (2.332, 9.335, -6.199)  0.41
H (-1.534, 5.161, 3.694)  0.27
H (0.915, 1.926, -3.882)  0.62
H (0.390, 0.772, 4.883)  0.43

Atomic forces in eV per Å
Cs 0.25 0.20 -0.36
Sb 0.00 0.05 0.12
Se -0.23 0.05 0.09
Ge 0.06 -0.09 0.02
S -0.03 0.03 -0.03
S -0.08 -0.08 0.14
P 0.20 -0.11 0.05
F 0.00 0.00 -0.01
F 0.02 0.02 -0.01
F -0.02 0.00 0.10
F 0.01 -0.01 0.02
F -0.01 0.02 0.01
O 0.09 -0.16 0.01
O -0.04 -0.02 0.17
O 0.02 0.00 0.01
O -0.01 -0.03 0.02
O -0.04 0.05 0.00
O -0.02 0.06 -0.02
O 0.01 0.00 0.01
N 0.00 0.01 0.00
N -0.07 0.03 -0.05
N 0.02 -0.03 -0.01
N -0.14 0.16 -0.08
N 0.01 -0.14 0.07
C 0.03 -0.06 0.03
C 0.00 0.00 -0.01
C 0.02 0.01 -0.01
C 0.01 -0.02 0.00
C 0.02 0.00 0.00
C -0.02 -0.01 -0.02
C -0.03 -0.01 -0.01
C 0.07 -0.05 0.02
C 0.02 -0.01 0.05
C 0.01 -0.01 0.00
C 0.01 0.03 0.02
C 0.00 0.00 -0.01
C -0.01 0.01 0.00
C 0.00 0.00 -0.03
C 0.01 -0.01 -0.01
C 0.01 -0.01 0.04
C 0.03 -0.02 0.01
C 0.01 0.01 0.00
C 0.00 -0.01 0.00
C -0.03 0.04 0.01
C 0.13 0.06 0.01
C 0.00 -0.01 -0.19
C 0.00 0.01 0.00
C 0.01 -0.01 -0.04
C 0.00 0.01 0.05
C 0.02 0.01 0.05
C 0.00 0.00 0.02
C -0.03 0.04 0.03
C 0.01 0.00 -0.02
C -0.11 -0.05 -0.01
C 0.00 0.01 -0.01
C 0.09 0.00 0.00
C -0.02 -0.05 0.00
C -0.01 0.01 0.01
C 0.06 0.03 -0.04
C 0.00 -0.01 -0.01
C -0.06 -0.07 -0.02
C 0.01 -0.01 -0.02
C 0.02 -0.01 -0.01
C 0.00 0.00 0.00
C -0.01 0.01 0.02
C -0.01 -0.01 -0.07
C -0.03 0.00 0.00
C -0.01 0.00 0.01
C -0.03 -0.01 -0.02
C 0.01 0.00 0.01
C -0.02 0.06 0.00
C 0.02 -0.01 -0.02
H 0.00 0.00 -0.01
H -0.01 0.00 0.00
H 0.00 0.00 0.00
H 0.00 0.00 0.00
H 0.00 0.00 0.00
H 0.00 0.00 0.00
H 0.00 0.00 -0.01
H 0.01 0.00 0.00
H 0.00 0.00 -0.01
H -0.01 0.01 0.00
H 0.00 0.00 0.00
H 0.00 -0.01 0.02
H -0.01 0.00 -0.01
H -0.01 0.01 0.00
H 0.00 0.01 0.04
H -0.02 -0.01 -0.01
H 0.00 0.00 -0.01
H 0.00 0.00 0.00
H 0.00 0.00 0.01
H 0.00 -0.01 0.00
H 0.00 0.00 0.00
H 0.00 0.00 0.01
H 0.00 0.00 0.00
H 0.00 0.01 0.00
H 0.00 0.00 0.01
H 0.00 0.00 0.00
H -0.02 0.01 0.01
H 0.00 0.00 0.00
H 0.00 0.00 0.00
H -0.01 0.01 0.01
H 0.00 -0.02 0.01
H 0.00 0.00 0.00
H 0.00 0.00 0.01
H -0.02 0.01 -0.02
H 0.00 -0.01 0.01
H 0.04 -0.01 0.07
H 0.01 0.01 0.00
H 0.00 -0.01 0.00
H 0.00 0.01 0.00
H 0.01 0.01 0.01
H -0.01 -0.01 0.01
H 0.01 0.00 0.00
H 0.00 0.00 0.00
H -0.02 0.03 -0.06
H -0.09 0.01 -0.04
H 0.00 0.00 -0.01
H 0.00 0.00 0.01
H 0.00 0.00 -0.01
H -0.03 -0.01 -0.02
H -0.01 0.00 -0.01
H 0.01 0.00 -0.01
H 0.00 0.00 0.00
H 0.01 0.00 -0.01
H 0.00 0.05 -0.02
H -0.01 0.00 0.00
H -0.03 0.00 -0.01
H 0.00 0.00 0.01
H 0.00 0.00 0.00
H 0.01 0.00 -0.02
H 0.00 0.00 -0.01
H 0.00 -0.01 0.00
H 0.00 0.00 0.00
H 0.02 0.00 0.02
H 0.00 0.00 0.00
H 0.01 -0.01 0.00
H 0.00 0.00 0.01
H 0.00 0.00 0.00
H 0.00 0.00 0.00
H -0.02 0.00 0.00
H 0.00 0.00 -0.01

***

Record 5
The following is a DFT calculation (wB97M-V/def2-TZVPD) of a 2-piece molecular cluster, C4H10BrO2P overall at a distorted geometry.

Computed properties:
LUMO level (spin up / spin down) in eV: -1.676 / -3.453
Frontier orbital gap (spin up / spin down) in eV: 8.9138 / 4.9772
Energy relative to the best compared isomer or geometry (same formula, charge and spin) in eV: 2.779
Net charge: 0
Multiplicity: 1

Each line ends with the Mulliken charge.
Atoms and positions in Å:
Br (3.770, -0.638, 0.548)  -0.16
P (0.537, 1.069, -0.820)  0.62
O (0.853, 2.200, -1.648)  -0.62
O (-0.734, 0.376, -1.445)  -0.32
C (-0.928, -1.067, -1.248)  -0.15
C (-0.663, 0.669, 1.917)  -1.27
C (0.427, -1.782, -1.188)  -0.83
C (0.043, 1.603, 0.945)  -0.17
H (-0.691, 2.430, 0.822)  0.32
H (-1.364, -1.238, -0.270)  0.15
H (0.823, -1.168, -0.457)  0.08
H (0.392, -2.821, -1.099)  0.42
H (-1.047, 1.069, 2.817)  0.42
H (1.049, 1.937, 1.420)  0.27
H (-0.057, -0.127, 2.310)  0.35
H (-1.576, 0.220, 1.498)  0.29
H (-1.737, -1.359, -1.953)  0.33
H (0.903, -1.374, -2.150)  0.28

Atomic forces in eV per Å
Br -0.53 0.27 -0.21
P -0.87 0.01 2.45
O 1.25 1.98 -1.13
O -0.37 -2.09 0.04
C -1.46 -0.42 0.34
C -0.41 -1.67 -0.99
C -1.46 3.01 -4.37
C 1.07 0.64 1.10
H 0.99 -0.02 -0.46
H -0.38 0.36 0.29
H 1.87 -0.14 2.16
H 0.17 -1.42 0.38
H -0.11 1.52 0.82
H -1.76 -0.14 -0.96
H 0.56 -0.60 -0.30
H 0.37 0.00 -0.28
H 1.08 0.07 0.01
H -0.01 -1.36 1.11

***

What did the second record say?
The following is a DFT calculation (wB97M-V/def2-TZVPD) of a 2-piece molecular cluster, H4NPSi overall at a distorted geometry.

Computed properties:
LUMO level (spin up / spin down) in eV: -0.236 / -0.570
Frontier orbital gap (spin up / spin down) in eV: 10.1374 / 6.1374
Energy relative to the best compared isomer or geometry (same formula, charge and spin) in eV: 3.365
Net charge: 0
Multiplicity: 1

Each line ends with the Mulliken charge.
Atoms and positions in Å:
P (1.824, -1.250, -0.022)  -0.09
Si (-1.100, 0.015, 0.175)  0.28
N (0.438, -0.704, -0.114)  0.12
H (3.042, 1.622, -0.805)  -0.05
H (-1.623, -0.588, -0.918)  -0.10
H (-1.607, -0.471, 1.515)  -0.08
H (-0.975, 1.377, 0.168)  -0.10

Atomic forces in eV per Å
P 1.45 -0.27 -0.20
Si 1.42 -2.12 2.22
N -0.56 0.64 0.81
H -0.04 -0.23 0.05
H -2.23 -0.80 -2.24
H -0.02 0.26 -0.58
H -0.02 2.53 -0.06